Record 1
DFT (wB97M-V/def2-TZVPD) results for one molecule with the formula C5H7N5.

Each line ends with the natural charge from an NBO analysis.
Element x y z (Å)
C1 1.405 -2.721 0.798  -0.238
C2 1.462 -1.547 0.855  -0.011
C3 -2.595 0.479 -1.298  0.200
C4 1.400 -0.118 0.907  -0.517
C5 0.540 0.442 -0.389  0.130
N1 -3.345 0.158 -0.413  -0.272
N2 -2.731 -0.012 0.892  -0.129
N3 -1.516 0.041 0.844  0.066
N4 -0.839 0.229 -0.180  -0.281
N5 0.829 1.734 -0.816  -0.799
H1 1.260 -3.776 0.692  0.239
H2 -2.494 0.591 -2.338  0.227
H3 2.469 0.298 0.966  0.233
H4 0.871 0.235 1.794  0.246
H5 0.865 -0.178 -1.168  0.186
H6 0.649 2.368 -0.079  0.355
H7 1.771 1.778 -1.068  0.363

Values from the calculation:
- energy relative to the best compared isomer or geometry (same formula, charge and spin) (eV) = 6.522
- E_tot (eV) = -12742.2521
- HOMO energy (eV) = -9.30
- orbital gap (eV) = 10.03

---

Record 2
DFT (wB97M-V/def2-TZVPD) results for an isolated ion of composition C5H7N6 and charge -1.

Each line ends with the natural charge from an NBO analysis.
Element x y z (Å)
C1 -1.445 0.039 0.040  -0.340
C2 -0.687 -1.082 -0.021  0.134
C3 1.681 0.482 -1.057  0.075
C4 -1.468 -2.386 -0.404  -0.627
C5 -1.120 2.443 0.677  -0.308
N1 0.632 -1.369 0.197  -0.477
N2 2.351 -0.011 1.023  -0.118
N3 2.756 1.224 -0.677  -0.334
N4 3.106 0.938 0.557  -0.118
N5 1.465 -0.313 0.047  -0.021
N6 -0.916 1.115 0.700  -0.435
H1 -0.703 -3.196 -0.652  0.202
H2 -2.243 -2.643 0.162  0.196
H3 -1.951 -2.063 -1.353  0.214
H4 -1.514 2.790 -0.218  0.177
H5 -0.782 2.997 1.495  0.174
H6 1.106 0.346 -1.945  0.223
H7 -0.267 0.690 1.427  0.382

Values from the calculation:
- energy relative to the best compared isomer or geometry (same formula, charge and spin) (eV) = 3.479
- E_tot (eV) = -14233.7976
- HOMO energy (spin up / spin down) (eV) = -2.95 / -2.96
- charge = -1
- orbital gap (spin up / spin down) (eV) = 6.98 / 6.90

---

Record 3
DFT (wB97M-V/def2-TZVPD) results for an isolated ion of composition C5H7N6OS and charge -1.

Each line ends with the natural charge from an NBO analysis.
Element x y z (Å)
N1 0.772 2.917 0.746  -0.849
C1 1.248 1.914 0.000  0.792
O1 1.949 2.104 -1.001  -0.649
N2 0.894 0.664 0.531  -0.629
C2 0.465 -0.301 -0.316  0.027
C3 0.146 -1.498 0.064  -0.263
C4 -0.607 -2.492 -0.682  -0.532
S1 -2.424 -2.190 -0.753  0.170
C5 -2.446 -0.554 -0.025  0.065
N3 -2.196 -0.188 1.281  -0.392
N4 -2.234 1.085 1.268  -0.162
N5 -2.503 1.586 0.139  -0.205
N6 -2.601 0.528 -0.715  -0.380
H1 -0.226 2.997 0.805  0.419
H2 1.174 3.797 0.473  0.376
H3 0.513 0.632 1.398  0.407
H4 0.558 -0.156 -1.448  0.207
H5 0.192 -1.546 1.201  0.184
H6 -0.461 -3.407 -0.295  0.207
H7 -0.179 -2.309 -1.669  0.208

Values from the calculation:
- energy relative to the best compared isomer or geometry (same formula, charge and spin) (eV) = 0.000
- E_tot (eV) = -27121.8409
- HOMO energy (eV) = -5.00
- structure (SMILES) = NC(=O)N/C=C/CSc1nnn[n-]1
- charge = -1
- orbital gap (eV) = 8.27

---

Record 4
DFT (wB97M-V/def2-TZVPD) results for one molecule with the formula C5H7NO.

Each line ends with the natural charge from an NBO analysis.
Element x y z (Å)
C1 -0.964 -1.126 0.385  -0.593
C2 -0.583 0.335 0.113  -0.331
C3 -1.595 0.980 -0.737  0.289
N1 -2.393 1.477 -1.412  -0.324
C4 0.803 0.453 -0.533  -0.503
C5 1.915 0.140 0.445  0.445
O1 1.773 0.135 1.645  -0.518
H1 -1.955 -1.195 0.842  0.228
H2 -0.237 -1.571 1.070  0.227
H3 -0.976 -1.702 -0.547  0.212
H4 -0.555 0.877 1.066  0.265
H5 0.887 -0.198 -1.413  0.232
H6 0.978 1.470 -0.910  0.253
H7 2.902 -0.075 -0.013  0.119

Values from the calculation:
- energy relative to the best compared isomer or geometry (same formula, charge and spin) (eV) = 0.706
- E_tot (eV) = -8835.4965
- HOMO energy (eV) = -10.50
- structure (SMILES) = C[C@H](C#N)CC=O
- orbital gap (eV) = 11.23

---

Record 5
DFT (wB97M-V/def2-TZVPD) results for one molecule with the formula C5H7NO.

Each line ends with the natural charge from an NBO analysis.
Element x y z (Å)
C1 -0.242 1.494 -1.438  -0.706
C2 -1.211 0.371 -1.152  0.518
O1 -2.072 0.001 -1.917  -0.488
C3 -0.989 -0.254 0.132  0.142
N1 -1.288 -0.568 1.318  -0.285
C4 -0.059 -1.224 0.851  -0.095
C5 1.258 -0.802 1.439  -0.644
H1 0.786 1.158 -1.317  0.235
H2 -0.397 1.855 -2.453  0.243
H3 -0.425 2.317 -0.748  0.241
H4 -0.137 -2.252 0.506  0.185
H5 1.577 -1.521 2.190  0.221
H6 1.166 0.174 1.915  0.219
H7 2.034 -0.749 0.672  0.214

Values from the calculation:
- energy relative to the best compared isomer or geometry (same formula, charge and spin) (eV) = 2.508
- E_tot (eV) = -8833.6952
- HOMO energy (eV) = -9.61
- structure (SMILES) = CC(=O)C1=N[C@@H]1C
- orbital gap (eV) = 10.17

---

Record 6
DFT (wB97M-V/def2-TZVPD) results for one molecule with the formula C5H7NO.

Each line ends with the natural charge from an NBO analysis.
Element x y z (Å)
C1 -1.166 -1.108 -2.319  -0.220
C2 -0.532 -0.239 -1.800  -0.026
C3 0.235 0.696 -1.078  -0.523
C4 0.042 0.820 0.392  -0.204
N1 -0.031 -0.410 1.023  -0.617
C5 0.800 -0.733 2.003  0.527
O1 1.603 0.081 2.391  -0.627
H1 -1.781 -1.815 -2.809  0.237
H2 -0.190 1.836 -0.990  0.262
H3 1.276 0.850 -1.351  0.250
H4 0.745 1.523 0.854  0.266
H5 -1.037 1.407 0.660  0.160
H6 -0.607 -1.149 0.670  0.400
H7 0.643 -1.759 2.357  0.114

Values from the calculation:
- energy relative to the best compared isomer or geometry (same formula, charge and spin) (eV) = 3.444
- E_tot (eV) = -8832.7584
- HOMO energy (eV) = -9.66
- structure (SMILES) = C#CCCNC=O
- orbital gap (eV) = 10.48

---

Record 7
DFT (wB97M-V/def2-TZVPD) results for one molecule with the formula C5H7NO.

Each line ends with the natural charge from an NBO analysis.
Element x y z (Å)
C1 1.698 0.554 -0.045  -0.603
C2 0.540 -0.419 0.094  -0.340
C3 -0.236 -0.458 1.400  -0.449
C4 -1.559 -0.748 1.288  -0.082
N1 -1.702 -0.885 -0.306  -0.634
C5 -0.708 -0.144 -0.700  0.733
O1 -0.799 0.924 -1.468  -0.619
H1 2.436 0.332 0.734  0.223
H2 1.380 1.593 0.077  0.217
H3 2.202 0.453 -1.013  0.212
H4 0.885 -1.429 -0.185  0.233
H5 0.220 -0.186 2.344  0.217
H6 -1.733 1.188 -1.516  0.500
H7 -2.626 -0.774 -0.704  0.390

Values from the calculation:
- energy relative to the best compared isomer or geometry (same formula, charge and spin) (eV) = 4.171
- E_tot (eV) = -8832.0316
- HOMO energy (eV) = -7.95
- orbital gap (eV) = 8.07

---

Record 8
DFT (wB97M-V/def2-TZVPD) results for C5H7NO as an isolated structure.

Each line ends with the natural charge from an NBO analysis.
Element x y z (Å)
O1 1.908 -0.235 0.764  -0.705
C1 1.143 0.351 -0.252  0.106
C2 0.024 -0.512 -0.912  -0.265
C3 -0.423 -1.611 0.024  0.145
C4 -1.506 -0.631 0.372  -0.424
N1 -1.023 0.485 -0.476  -0.415
C5 0.019 1.249 0.272  -0.254
H1 2.125 -1.139 0.505  0.484
H2 1.777 0.824 -1.015  0.179
H3 0.144 -0.762 -1.971  0.234
H4 -0.078 1.162 1.361  0.200
H5 -2.403 -1.080 -0.094  0.273
H6 -1.762 -0.409 1.416  0.234
H7 0.056 2.308 0.005  0.207

Values from the calculation:
- energy relative to the best compared isomer or geometry (same formula, charge and spin) (eV) = 6.076
- E_tot (eV) = -8830.1272
- HOMO energy (eV) = -8.46
- orbital gap (eV) = 8.07

---

Record 9
DFT (wB97M-V/def2-TZVPD) results for a 2-piece molecular cluster, C5H7NO overall.

Each line ends with the natural charge from an NBO analysis.
Element x y z (Å)
O1 -1.754 1.040 1.441  -0.501
C1 -0.990 0.481 0.689  0.525
C2 -1.347 -0.352 -0.531  -0.030
N1 -0.343 -0.792 -1.176  -0.308
C3 0.858 -0.380 -0.488  -0.103
C4 0.950 -1.078 0.814  -0.369
C5 0.504 0.375 0.765  -0.368
H1 -2.358 -0.629 -0.797  0.208
H2 1.763 -0.207 -1.081  0.236
H3 1.963 -1.316 1.090  0.229
H4 0.208 -1.824 1.105  0.226
H5 1.092 1.137 1.261  0.257
H6 -0.638 1.781 -1.582  0.004
H7 0.093 1.762 -1.510  -0.006

Values from the calculation:
- energy relative to the best compared isomer or geometry (same formula, charge and spin) (eV) = 2.817
- E_tot (eV) = -8833.3855
- HOMO energy (eV) = -9.65
- structure (SMILES) = O=C1C=N[C@@H]2C[C@H]12.[H][H]
- orbital gap (eV) = 9.58

---

Record 10
DFT (wB97M-V/def2-TZVPD) results for one molecule with the formula C5H7NO.

Each line ends with the natural charge from an NBO analysis.
Element x y z (Å)
H1 2.736 -1.811 0.327  0.375
N1 1.728 -1.940 0.413  -0.671
C1 0.993 -0.924 0.280  0.603
O1 1.430 0.502 -0.284  -0.587
C2 0.356 1.487 -0.386  -0.067
C3 -0.786 0.747 0.275  -0.230
C4 -1.300 -0.384 -0.512  -0.393
C5 -0.425 -0.755 0.636  -0.328
H2 0.125 1.784 -1.449  0.178
H3 0.515 2.492 0.087  0.186
H4 -1.352 1.281 1.023  0.230
H5 -0.832 -0.532 -1.481  0.224
H6 -2.343 -0.621 -0.412  0.228
H7 -0.844 -1.327 1.482  0.254

Values from the calculation:
- energy relative to the best compared isomer or geometry (same formula, charge and spin) (eV) = 2.358
- E_tot (eV) = -8833.8445
- HOMO energy (eV) = -9.94
- structure (SMILES) = [H]/N=C1\OC[C@H]2C[C@@H]12
- orbital gap (eV) = 10.99

---

Record 11
DFT (wB97M-V/def2-TZVPD) results for one molecule with the formula C5H7NO.

Each line ends with the natural charge from an NBO analysis.
Element x y z (Å)
C1 -1.949 -0.595 -0.219  -0.727
C2 -0.601 -0.540 0.454  0.618
O1 -0.317 -1.194 1.429  -0.511
C3 0.435 0.432 -0.163  -0.425
C4 1.586 0.721 0.800  -0.589
C5 0.912 -0.146 -1.428  0.284
N1 1.282 -0.618 -2.418  -0.310
H1 -2.586 -1.319 0.293  0.244
H2 -1.842 -0.872 -1.274  0.247
H3 -2.420 0.394 -0.187  0.234
H4 -0.090 1.361 -0.423  0.253
H5 2.054 -0.212 1.121  0.237
H6 2.336 1.359 0.326  0.223
H7 1.199 1.228 1.688  0.223

Values from the calculation:
- energy relative to the best compared isomer or geometry (same formula, charge and spin) (eV) = 0.501
- E_tot (eV) = -8835.7023
- HOMO energy (eV) = -10.33
- structure (SMILES) = CC(=O)[C@@H](C)C#N
- orbital gap (eV) = 11.00

---

Record 12
DFT (wB97M-V/def2-TZVPD) results for one molecule with the formula C5H7NO.

Each line ends with the natural charge from an NBO analysis.
Element x y z (Å)
C1 1.050 0.063 1.825  -0.628
C2 0.315 0.163 0.507  -0.191
C3 -0.746 1.109 0.321  0.365
O1 -1.271 1.400 -0.756  -0.636
C4 -0.145 -1.112 -1.501  0.208
N1 -1.162 -0.752 -2.209  -0.691
C5 0.753 -0.510 -0.618  -0.219
H1 1.164 -0.946 2.255  0.218
H2 0.527 0.668 2.572  0.216
H3 2.066 0.462 1.715  0.216
H4 -1.020 1.684 1.225  0.110
H5 -1.495 0.213 -2.344  0.423
H6 -1.800 -1.497 -2.465  0.394
H7 1.749 -0.938 -0.535  0.215

Values from the calculation:
- energy relative to the best compared isomer or geometry (same formula, charge and spin) (eV) = 3.166
- E_tot (eV) = -8833.0366
- HOMO energy (spin up / spin down) (eV) = -7.68 / -7.68
- orbital gap (spin up / spin down) (eV) = 7.56 / 7.56